Record 1
14
Properties=species:S:1:pos:R:3 method="wB97M-V/def2-TZVPD" max_force_ev_per_a=3.04 total_charge=+1 e_above_lowest_kj_mol=314.0 homo_lumo_gap_ha=0.41595 e_homo_ha=-0.5231 energy_ha=-283.0442
H 1.58104 2.02030 0.44298
H -1.50493 -0.10480 -1.08099
H 3.38097 -0.14418 -2.41177
N 3.08166 0.23772 -1.54170
H -0.37007 -1.43079 1.28978
H -2.43820 -0.30022 1.90764
N -0.57427 -0.57230 0.81008
C -1.54201 -0.72682 -0.25619
H 0.35481 0.00164 0.58853
N 1.42073 1.08202 -0.02731
H -2.16490 0.92268 0.80756
H -1.61247 -1.71950 -0.72476
C -1.90998 -0.04856 1.03918
C 2.29763 0.78281 -0.84305

---

Record 2
43
Properties=species:S:1:pos:R:3 method="wB97M-V/def2-TZVPD" max_force_ev_per_a=0.94 smiles="O=C(NC1CCN(S(=O)(=O)c2ccc(F)cc2)CC1)c1cccnc1" total_charge=0 e_above_lowest_kj_mol=0.0 homo_lumo_gap_ha=0.36741 e_homo_ha=-0.3509 energy_ha=-1546.6689
H 0.31658 -0.80435 -0.83303
H -1.72308 2.91660 2.34181
C -4.16598 -0.38404 0.56902
C -1.27054 2.69073 1.38943
H 1.39887 -3.41598 -0.12694
C -4.27858 0.11851 -0.71962
C 2.19444 -0.36210 1.27366
H 1.27500 0.05194 1.69624
C 1.56821 -2.33395 -0.13989
O 3.06254 2.38007 1.00023
C 0.62438 2.18753 0.02282
H 1.47728 -2.26403 2.01572
H 3.37719 0.00414 -1.81658
N -3.36309 -0.07368 -1.65436
C -0.17052 2.12259 -1.10655
H 3.11226 -2.33134 1.34979
F -3.37799 2.84408 0.36802
H 3.32313 -2.70660 -1.34225
C 0.09131 2.47436 1.26540
H 4.17391 -0.74344 -0.42163
O -0.87216 -3.04781 1.01638
N 0.28168 -1.71549 -0.40235
C -1.53127 2.35280 -1.00228
H -2.89096 -1.53417 1.87461
H -2.18167 2.31690 -1.86131
S 2.37536 1.84187 -0.13762
C 2.12293 -1.89278 1.22108
H -4.94465 -0.21191 1.29493
C -2.05094 -1.29711 -0.07772
H 3.03352 -0.02876 1.89799
H 2.01353 -1.89129 -2.19494
H 0.75276 2.54470 2.11431
C -3.03270 -1.10831 0.89207
C -2.05689 2.62522 0.25080
H 0.29397 1.91767 -2.05788
C -0.83910 -2.10451 0.25054
O 2.80586 2.20615 -1.45373
H -5.13895 0.69982 -1.02182
C 3.20720 -0.59098 -0.91973
H -1.57972 -0.91660 -2.15341
C -2.28184 -0.76442 -1.34328
C 2.55135 -1.94347 -1.24806
N 2.31736 0.17140 -0.06986

---

Record 3
20
Properties=species:S:1:pos:R:3 method="wB97M-V/def2-TZVPD" max_force_ev_per_a=0.99 smiles="C/C=C/CNC.O" total_charge=0 e_above_lowest_kj_mol=171.8 homo_lumo_gap_ha=0.35614 e_homo_ha=-0.3217 energy_ha=-328.2534
H 0.17527 0.62125 -1.82404
N 0.22185 1.59783 0.09330
H -1.19032 -0.44330 0.58906
H 1.39024 0.08216 -0.73387
H 2.14633 1.30444 2.34251
C -0.60185 -0.67690 -0.28944
C -0.59360 2.61916 -0.53844
H -0.11370 -2.21700 -1.67575
C 0.34809 0.39421 -0.76579
H -0.20114 2.97747 -1.50164
C -1.61399 -2.92553 -0.24419
H 1.15951 1.85131 0.38203
H -1.70260 -2.83768 0.83775
H -1.20901 -3.92572 -0.39843
H -2.61252 -2.82222 -0.67802
H -0.73252 3.51077 0.07109
H -1.55319 2.13252 -0.72309
H 2.09619 -0.19586 2.61514
C -0.71778 -1.87971 -0.84040
O 2.53196 0.46247 2.07539

---

Record 4
16
Properties=species:S:1:pos:R:3 method="wB97M-V/def2-TZVPD" max_force_ev_per_a=2.94 smiles="C[C@H](N=[NH2+])N(N)SF" total_charge=+1 e_above_lowest_kj_mol=0.0 homo_lumo_gap_ha=0.27335 e_homo_ha=-0.4969 energy_ha=-797.6768
H 0.14623 -1.73094 -1.41834
N -1.76013 -0.78701 0.84038
H -2.57859 -0.73446 1.50012
H -0.48300 0.21669 -1.53246
F 3.13250 0.32856 -0.40789
C -0.30481 0.46170 -0.39283
H 0.87718 -2.55513 -0.19712
H 1.12635 2.14391 -0.57253
H -0.56875 2.46581 -0.44798
N -1.60299 0.22557 0.18319
N 0.24751 -1.74685 -0.41701
N 0.69878 -0.45703 0.05342
C 0.13881 1.85173 -0.03526
S 2.09967 -0.13437 0.83563
H -1.08057 -1.58789 0.94792
H -0.08819 2.03971 1.06077

---

Record 5
138
Properties=species:S:1:pos:R:3 method="wB97M-V/def2-TZVPD" max_force_ev_per_a=2.38 total_charge=-2 e_above_lowest_kj_mol=0.0 homo_lumo_gap_ha=0.21207 e_homo_ha=-0.0832 energy_ha=-4046.6623
H -10.08010 1.35430 8.66536
H -6.39678 0.47927 10.17718
H -8.50851 0.83662 11.24814
H -13.95724 -3.33222 12.02115
C -6.50305 -2.32210 12.26624
C -8.30433 -1.21338 7.95298
H -10.72599 -3.39975 7.58757
O -16.87778 -0.99506 11.02581
C -12.74358 1.03475 10.39181
H -9.34979 1.32618 1.41526
H -6.05760 1.07583 7.50561
H -7.48659 -0.96254 7.22263
H -8.51458 -4.51396 4.38615
O -7.86185 -2.19819 8.80430
H -6.56719 -3.25177 6.50489
H -5.36947 -2.19283 9.25190
O -12.82755 -1.13891 1.94070
C -3.64595 -3.99485 8.78839
C -8.02766 -3.78002 3.73611
O -11.53806 -5.61919 5.48344
H -7.04104 0.46102 5.22307
C -10.61307 0.68258 3.76028
C -9.69880 -0.18371 2.89265
H -8.81695 -3.31375 3.14754
O -9.79607 2.87463 10.11183
H -8.28278 -0.01208 1.15579
O -10.86403 -1.25103 7.72782
C -10.93892 -4.31801 5.61889
H -7.43086 -4.40414 3.06912
H -6.62174 -3.43844 10.52007
H -7.86152 2.01496 12.34670
O -10.79101 1.70008 11.71352
C -5.22050 -2.03989 13.05174
H -7.41290 3.29796 10.54227
C -12.68217 -2.13365 10.02718
O -8.52318 1.94382 4.87871
O -12.19180 -4.89710 7.47124
C -12.78039 1.33714 6.49602
C -6.70392 2.63324 10.04775
C -2.86600 -0.75650 9.69773
O -9.41556 3.38916 12.27282
C -5.38200 -1.54560 4.21139
O -5.41278 3.24700 10.04635
C -3.45658 -2.53752 8.40075
O -7.66525 2.90790 6.65335
O -13.40440 2.35616 7.23906
C -4.67200 2.69211 11.01195
H -6.98335 2.37560 9.03134
C -6.47831 1.33938 10.84417
H -11.38105 2.48671 8.82506
O -10.60036 -0.91547 2.08066
H -11.73322 1.23274 6.78567
H -13.25971 -0.38287 7.73294
O -11.91549 0.40860 3.27727
H -7.38149 0.36016 12.58697
C -6.45978 -3.66839 11.58162
H -9.87432 -4.53650 5.74118
H -5.32226 -1.13597 13.65826
C -13.61496 0.09713 6.82089
O -15.35923 2.64473 8.31038
H -6.63579 1.65600 3.96647
O -8.97090 -4.15086 13.82194
O -9.83247 3.23143 6.16694
H -4.74643 1.27767 6.40125
O -7.57199 -2.49674 13.22662
H -9.60409 -2.18631 6.50944
H -4.35758 -4.44115 8.08441
H -12.22718 -2.98906 6.76286
C -9.62476 -1.26467 7.14173
H -10.65486 -2.49780 4.60885
H -4.99636 -2.85378 13.73912
H -5.71891 -4.19626 5.20598
H -10.57759 0.37209 4.80717
C -8.76739 0.55878 1.94627
C -14.12139 -2.66145 9.93274
H -10.78027 -3.86456 3.48410
H -8.30463 -0.21925 8.46521
C -11.86405 -0.61031 2.41006
C -11.22350 1.08803 10.51040
C -8.11267 -3.72310 13.10295
O -12.75850 -6.96967 6.83189
H -10.35950 1.74230 3.71039
H -5.10363 2.60945 7.51861
H -4.14609 -4.12579 9.74817
H -9.43004 -0.44196 6.40727
H -14.47471 -4.54050 10.84195
C -7.28424 -2.73365 4.58411
H -14.19277 -0.29833 4.78456
O -3.58116 3.09566 11.32258
H -13.10251 -1.44372 5.45862
H -5.49783 -4.16943 11.71274
H -3.07009 -2.47406 7.37998
O -2.45349 -1.97427 9.26516
H -8.00789 1.23109 2.35567
O -4.11077 -0.49405 9.28106
H -12.23904 -3.29562 4.21875
H -4.41844 -1.77502 12.35899
O -15.90271 -3.01501 11.29348
C -8.75949 2.76639 5.92352
H -6.04255 3.29373 5.45342
H -11.95812 -2.82574 9.58720
H -9.08969 -0.76789 3.58738
H -5.18215 -1.34938 7.71936
C -11.17403 -3.43752 4.40777
C -13.97780 -0.83626 5.70810
H -10.75227 0.10590 10.44242
H -8.00772 -2.19104 5.20054
H -12.76825 1.46641 5.40853
O -5.15013 -2.22969 5.33253
O -2.21526 0.02381 10.31997
O -7.54169 -4.39130 12.10472
H -14.77092 -1.50617 6.03459
C -7.61192 1.09206 11.81535
H -12.49476 -1.31985 9.32326
H -12.41049 -1.85708 11.04203
C -11.48928 -3.77922 6.90887
O -4.69433 -0.70159 3.72392
C -5.54561 1.82971 6.90174
C -10.62876 1.94516 9.39966
H -6.79531 -1.51776 11.59411
C -16.02977 -1.78411 10.76696
C -7.18147 1.49280 4.89546
H -13.10862 0.68509 9.43187
O -14.94348 -1.49643 9.99024
H -2.74099 -4.59636 8.73575
C -12.20129 -5.93631 6.62344
O -5.26283 1.65376 11.56664
O -14.86985 0.75322 7.18779
H -14.27669 -3.23312 9.01560
H -13.21227 1.99169 10.62738
C -9.90827 2.68971 11.44693
C -6.16459 -3.24147 5.48781
C -6.53410 2.43327 5.91824
C -14.63864 1.98899 7.61815
C -14.56210 -3.49445 11.12945
H -13.14135 0.33438 11.13206
C -4.66469 -1.63847 8.62959
O -6.56995 -1.91552 3.67266

---

Record 6
12
Properties=species:S:1:pos:R:3 method="wB97M-V/def2-TZVPD" max_force_ev_per_a=9.62 total_charge=0 e_above_lowest_kj_mol=885.5 homo_lumo_gap_ha=0.32087 e_homo_ha=-0.3956 energy_ha=-397.4994
O 0.16373 1.84840 1.66664
C -0.47863 -0.94503 -0.57525
O 1.64502 1.17504 -0.02608
H -2.10360 -2.03706 -0.10466
H -0.57477 -0.98802 1.42946
H -1.71662 -2.04856 -1.90095
H -1.58871 0.18094 0.87489
H 1.40585 0.91353 -1.04360
N -0.68489 -2.45760 -0.51323
O -0.09654 -0.29243 -1.71419
C -0.67406 -0.17189 0.58578
C 0.43175 1.00597 0.81056

---

Record 7
50
Properties=species:S:1:pos:R:3 method="wB97M-V/def2-TZVPD" max_force_ev_per_a=2.98 total_charge=0 e_above_lowest_kj_mol=32.0 homo_lumo_gap_ha="0.14538 / 0.13151" e_homo_ha="-0.1361 / -0.1248" energy_ha=-1600.9358
H -3.66640 0.28540 -1.37380
H 1.18944 0.49543 3.52227
H 0.30878 -1.65045 2.12045
H 2.62633 2.30698 -2.39982
C -1.93831 0.85595 2.56635
C 0.11665 0.64050 -2.58238
H 0.30721 3.27990 3.63328
H -3.25198 0.81569 0.26791
H -0.52302 1.28468 -0.57637
H -4.03703 -0.76357 0.02171
H 2.69374 -1.14915 -3.72316
H -0.19712 -0.02053 -3.42097
H 3.04410 0.59872 -3.65920
P 1.74591 0.20912 -1.74090
C 2.94014 -0.29657 -3.05417
H 2.34645 1.52681 1.05067
H 0.14607 -0.47190 0.81302
H 0.26280 3.12175 0.70546
H 0.37862 -4.60807 -0.64248
H -2.05101 2.39314 3.99591
H 0.31657 1.64308 -2.99469
H 2.17385 -0.30862 2.33138
H 1.43546 2.49705 -1.06678
C -2.17412 -2.00278 -1.99576
H 1.35167 -5.89187 0.10138
C 1.33526 -4.85170 -0.19489
Sr 0.67220 -2.14497 -1.98396
H 3.86666 -0.50952 -2.52544
C 1.23834 0.26547 2.45170
H -1.82914 1.36865 -1.80737
H -0.62003 1.27035 4.15324
C 2.27630 1.90841 -1.43993
H -2.99255 1.09265 2.32324
H -2.14257 -3.02261 -1.56693
H -1.65673 -1.92543 -2.96593
I 2.82360 -4.61877 -1.75689
C 0.08890 -0.58947 1.94047
C 1.36606 1.50717 1.58625
C -0.37679 2.92845 2.82921
H -0.96717 3.82841 2.53943
C -3.29328 -0.06230 -0.39498
C -1.36764 -0.33324 2.31812
P -1.60021 -0.82142 -0.74037
H -2.00883 -1.16792 1.99782
H 1.59399 -4.21651 0.65074
C -0.96494 0.76779 -1.47565
C -1.27157 1.83481 3.46058
H 3.08007 1.96161 -0.70334
H -3.22241 -1.75311 -2.18671
C 0.42768 2.49249 1.59227

---

Record 8
31
Properties=species:S:1:pos:R:3 method="wB97M-V/def2-TZVPD" max_force_ev_per_a=4.16 total_charge=+1 e_above_lowest_kj_mol=79.1 homo_lumo_gap_ha=0.30286 e_homo_ha=-0.4445 energy_ha=-1061.3107
C 4.71700 -0.68367 -1.36551
C -6.12570 -0.64839 -0.01466
S -1.94616 1.84673 -0.34071
C 3.32269 -0.11755 -1.14335
N -0.85686 -1.47976 0.94002
N 0.92428 1.26533 2.45651
H 2.63387 -0.93054 -0.97980
N -0.84401 0.74379 0.23709
C -3.17330 0.61904 -0.33300
H 0.14369 -1.60685 1.00770
H 1.35172 1.17913 -0.66376
N -2.69304 -0.46289 0.13184
H 3.97376 1.74277 -0.33556
H 3.03110 0.53408 -2.06531
H -5.56124 -0.61113 0.90800
C 3.28632 0.87236 0.06552
H -6.61791 -1.64548 -0.19996
C 1.25734 1.24836 1.31372
H -4.43901 -1.35777 -1.01759
O -4.33080 0.70121 -0.96970
H 4.85388 -1.44980 -0.49254
C -5.11606 -0.48700 -1.04962
N 1.92514 1.33669 0.24844
H -6.69396 0.24959 -0.23369
H -1.26941 -2.36634 0.58418
H 5.63466 -0.01552 -1.17703
H 0.15472 1.61283 3.05428
C -1.41629 -0.39030 0.39424
H -5.67030 -0.36897 -2.01559
H 3.62618 0.25094 0.89600
H 4.71338 -1.09998 -2.43049